No. 1
Entry from the Open Molecules 2025 dataset: a cluster of 11 separate species, C47H90F24N3O19 in total (ωB97M-V with the def2-TZVPD basis set).

Values from the calculation:
largest force on an atom = 4.19 eV Å⁻¹
HOMO level = 0.038 eV
total charge = -5
E_tot = -5835.0981 Ha

XYZ file:
```
183
Properties=species:S:1:pos:R:3:forces:R:3
F 8.41442 -0.43158 -4.92219 0.931 0.109 -0.925
F -4.03387 -1.06959 9.11968 -0.110 0.887 0.012
F 8.43420 -1.31364 -2.93270 -0.183 -0.136 -0.791
F -2.21802 -10.12208 -7.35276 0.920 0.437 0.032
F -3.23587 -8.32751 -6.73841 -0.198 1.747 -0.591
F -5.03408 6.07235 3.94392 -0.268 1.348 0.114
F -5.02526 10.62861 -9.01123 0.551 0.621 -0.744
F -2.13593 -1.40861 10.10644 -1.294 0.506 0.748
F 10.43475 9.35601 8.21507 -0.139 -0.101 -2.157
F 1.67159 -4.23138 -0.73642 -0.254 -0.511 -0.296
F -3.75375 -10.19126 -5.94723 -1.563 -1.052 0.916
F 9.71735 9.39312 6.03676 0.061 -0.087 0.914
F -5.28111 8.95964 -7.72475 -0.144 0.095 0.428
F -4.74659 4.26971 5.04411 0.509 -0.401 1.432
F 3.45035 -3.27827 -0.06159 -0.262 0.564 0.293
F -6.75914 10.54820 -7.80946 0.007 0.046 0.673
F -8.21305 -3.50017 0.60655 0.381 0.547 -0.546
F 11.78954 9.16248 6.49276 0.282 -0.156 -0.041
F -7.67409 -1.73560 -0.57130 -1.017 0.886 -1.429
F -6.44448 -2.34261 0.94355 1.844 -0.032 1.608
F -6.49137 4.50157 3.88861 -1.077 -0.141 -0.593
F -3.82796 -0.42151 11.19386 0.317 1.613 0.424
F 1.90081 -2.12610 -1.08495 0.031 -0.040 0.712
F 6.55651 -0.77304 -3.94892 0.548 0.351 0.371
O -1.31648 -0.99190 0.97119 1.309 -0.087 -0.201
O -2.40889 -8.84476 -3.95439 0.012 0.279 -0.543
O 11.38869 6.74073 7.80802 -1.005 -0.105 -0.930
O 7.41812 1.86244 -3.97091 1.488 0.283 1.468
O -4.01057 -3.66988 9.68061 -0.767 -0.403 0.662
O -4.94014 12.30594 -6.51843 0.145 -0.551 0.063
O 4.48865 2.37601 -3.54365 0.832 1.845 -0.736
O 1.68521 -1.64877 1.64611 0.813 -0.455 1.181
O -1.75000 -5.34408 1.24335 -0.622 -1.266 -0.789
O -7.41712 -4.11358 -2.07843 -0.552 -1.030 2.313
O -2.99992 4.78736 2.79777 0.252 0.729 0.043
O 0.06210 -3.26520 1.08024 1.395 0.817 0.577
O -3.65270 -3.11928 12.07196 -1.007 0.339 -2.816
O -5.19008 -3.64910 -1.42491 -2.034 -0.194 0.896
O -4.34995 2.80888 2.65880 0.330 1.076 0.203
O 10.02400 6.76271 5.82730 -0.362 -2.156 -1.485
O -3.22386 10.71639 -7.06706 0.905 1.204 1.088
O 7.36942 0.91601 -1.81183 -0.310 -0.032 -0.320
O -0.80721 -8.23294 -5.63976 -0.018 -0.638 0.025
N -2.17441 -5.91384 -1.96473 0.619 -0.615 -0.377
N -3.83429 0.10050 0.25833 0.159 -0.509 -0.201
N 4.19549 1.18164 -0.75991 -0.848 0.340 0.738
C -3.45570 -0.22378 1.68253 -1.217 1.780 0.498
C 4.04379 0.54653 -2.10110 -0.408 -0.013 0.346
C 2.54913 -0.27331 3.37568 0.235 0.613 -0.204
C -2.20213 -4.56192 -1.17407 -0.727 -1.386 0.301
C 9.70067 4.85777 4.19256 2.984 -0.317 0.231
C -2.03226 4.34865 3.71703 -0.454 -0.496 0.455
C -0.91134 10.69209 -6.47065 1.661 -2.598 -0.057
C 10.58227 8.77678 6.89546 -0.272 0.266 1.574
C 7.09262 3.96854 -4.67795 0.288 -0.926 -1.573
C 2.09241 -3.10844 -0.15129 0.416 0.027 -1.300
C -3.51574 -1.34944 10.33284 0.141 -4.116 -0.756
C 10.16884 5.31908 5.60441 0.228 -0.132 1.450
C -3.49217 -6.68423 -1.98928 -1.028 1.221 2.239
C 4.97210 0.24962 0.14465 -0.328 -0.078 0.449
C -2.89156 -4.50657 9.61948 2.260 3.512 0.236
C -4.30798 4.13894 2.70719 -0.668 -1.268 -0.195
C -2.88932 1.12130 -0.25457 0.592 1.191 0.663
C 7.75845 3.19498 -3.58665 -0.093 0.073 -0.188
C 0.48320 -8.23316 -5.04057 -1.104 -0.434 -0.846
C -3.18501 -5.75173 8.92008 0.156 -0.787 -2.834
C 10.35883 7.23698 7.15450 1.473 0.677 0.601
C -5.17963 0.73520 0.16187 0.333 0.089 1.641
C -7.16399 -2.82201 -0.03253 -0.813 -2.148 -0.446
C -5.19121 4.75286 3.89787 1.962 -1.041 -1.398
C 2.83316 1.44505 -0.14864 0.143 1.350 0.078
C -8.45396 -3.51303 -4.08347 0.075 0.406 0.626
C -1.03564 -6.84312 -1.47119 -0.784 1.252 -1.016
C 4.98304 2.49968 -0.85268 -0.271 -1.642 -0.372
C -0.64300 4.62751 3.12042 0.265 0.310 0.245
C -1.80625 -9.25531 -5.02080 1.186 0.558 0.461
C -7.22490 -3.30800 -3.16970 -0.195 -1.327 -1.154
C -2.32504 -1.17448 1.89889 -0.399 -1.556 -0.641
C -1.89834 -5.59762 -3.42355 1.519 1.305 1.560
C 1.62571 -1.42399 3.10362 -0.018 0.075 -1.682
C -6.45750 -3.92124 -1.00738 1.685 2.718 -1.409
C 3.58205 1.39492 -3.25257 1.039 0.430 1.276
C 7.85925 -0.36257 -3.73711 -1.018 -1.872 1.453
C -2.56335 -4.63118 0.30791 0.750 -0.974 0.845
C -4.65248 11.06116 -6.64346 0.373 -0.341 0.503
C 1.13175 -6.91176 -5.34566 1.183 0.264 0.140
C -5.42162 10.32161 -7.77824 -0.126 -0.761 -0.393
C -3.76195 -1.16625 -0.55144 0.440 0.942 -0.398
C -2.72646 -9.43144 -6.27787 0.748 -1.493 0.519
C -4.15554 -2.76142 10.85885 2.624 0.227 1.683
C 7.97433 0.92142 -2.97169 0.545 0.998 0.787
C 1.39318 -2.96832 1.20299 -1.642 -0.518 -0.672
C -2.26893 11.22793 -6.09984 -0.512 -0.654 -0.502
H -6.25752 -3.65468 -3.56595 -0.307 0.659 -0.774
H -3.31142 0.77437 2.16246 -0.093 -0.691 -0.184
H -5.32422 1.07697 -0.82981 0.101 0.657 -0.884
H -9.40679 -3.30941 -3.53595 0.811 -0.236 -0.125
H -0.99396 -4.79971 1.46089 0.807 0.803 -0.146
H 5.25844 1.98694 -3.94290 1.118 -0.256 -0.139
H -0.14565 10.99275 -5.67294 -0.831 -0.125 -1.300
H -1.08630 -4.84407 -3.40593 -0.281 -0.349 -0.110
H -7.15921 -2.28750 -2.88515 0.170 1.207 0.113
H 3.51317 0.75053 -4.05859 -0.539 -1.675 -1.720
H -0.60843 10.98382 -7.52006 -0.194 0.037 1.254
H -4.37921 -0.62829 2.05637 -0.271 -0.307 0.650
H 7.31621 3.48428 -2.61074 0.268 -0.451 -0.303
H 11.20574 5.11242 5.90834 -0.059 -0.186 -0.714
H 4.99850 0.72866 1.14701 0.032 -0.404 -0.654
H 6.01512 3.82591 -4.74113 0.032 -0.146 0.322
H -0.51466 5.70856 3.04195 -0.057 0.127 -0.067
H -3.19697 1.51583 -1.20845 -0.396 -0.132 -0.394
H 4.32223 3.21502 -1.36216 0.896 -0.219 -0.033
H 0.59392 -1.21270 3.28738 -0.638 0.257 0.581
H 10.55629 4.62223 3.49109 -0.450 0.724 0.722
H -3.80563 -6.29046 9.57407 -1.059 -1.162 0.612
H -2.76395 -5.10548 -3.79727 -0.744 0.029 -0.605
H 5.15885 2.76942 0.15271 -0.078 0.570 1.263
H -2.07260 -3.83405 9.16730 -0.617 -1.329 0.025
H -2.10260 12.33081 -6.11243 -0.995 -0.461 0.044
H -3.05617 -4.02409 -1.55815 -0.335 0.184 -0.546
H -8.38411 -2.73627 -4.82967 -0.109 0.027 -0.739
H 0.84768 -6.10798 -4.69242 -0.624 0.364 0.339
H 5.97534 2.15414 -1.24023 -0.707 0.802 -0.576
H -3.98358 -0.85350 -1.53629 -0.237 0.283 -1.344
H -2.71886 -1.43337 -0.52019 0.121 -0.552 0.029
H -8.52441 -4.51358 -4.53095 0.195 0.309 0.100
H 9.61739 4.64641 6.32870 -0.073 1.254 -0.221
H -3.70284 -5.63690 7.91442 0.408 0.170 1.250
H -0.85117 9.50240 -6.49109 -0.397 2.350 0.135
H 0.29818 -8.44636 -4.00197 0.482 0.185 0.865
H 7.26885 4.98145 -4.54682 0.335 2.221 0.021
H -4.60524 4.62968 1.77001 -0.628 0.251 -0.093
H -0.46112 4.23896 2.09075 -0.445 -0.100 0.843
H -0.69624 -1.77190 1.13114 0.015 0.083 -0.676
H -0.72412 -7.54410 -2.24028 -0.365 0.164 -0.320
H 0.16815 4.30067 3.80017 -0.404 -0.131 -0.319
H 5.97060 0.10416 -0.26533 0.072 0.358 -0.116
H 1.96074 -3.76559 1.71924 -0.049 0.329 0.937
H -2.45248 -3.62318 0.63758 -0.665 1.021 -0.210
H -1.29250 -3.99665 -1.35138 0.366 -0.424 -0.035
H -2.23010 3.27942 3.84210 0.383 -0.127 0.264
H -1.91907 0.68033 -0.35176 0.483 -0.258 0.078
H -1.18024 -10.17464 -4.78313 -0.330 0.272 -1.033
H 3.37453 -0.26874 -2.01016 -0.919 -0.896 0.506
H -1.42678 -7.39341 -0.66420 -0.231 -0.406 1.207
H -2.52682 10.88321 -5.05435 -0.002 0.467 -0.904
H 9.22139 3.88734 4.18979 -0.857 0.200 0.345
H 2.22345 -6.96269 -5.18751 -0.234 -0.165 -0.270
H 1.13633 -9.04008 -5.42602 -0.325 0.003 -0.078
H -4.69958 10.34246 -5.74044 -0.475 0.762 -0.380
H 8.89669 3.42497 -3.51482 -1.648 -0.759 -0.288
H -3.44476 -7.37493 -2.80178 0.095 -0.515 -0.589
H 2.69033 1.94674 -3.18855 -1.741 0.078 0.756
H -6.56385 -4.75691 -0.39160 -0.125 -1.984 0.935
H -4.46491 -1.97391 -0.37598 -0.068 0.052 0.800
H 4.98580 0.09715 -2.31005 1.023 0.025 -0.437
H 3.57623 -0.58797 3.05998 -0.717 0.558 0.447
H -2.83559 1.98846 0.46343 -0.298 -0.981 -0.502
H -3.64771 -7.24383 -1.01418 0.458 0.724 -1.090
H 1.93260 -2.27270 3.68468 0.090 -0.850 -0.039
H 2.14122 1.93338 -0.83866 0.731 0.699 -0.223
H -1.53751 -6.46614 -3.94448 -0.543 -0.506 -0.296
H -2.29028 -6.35681 8.67972 -0.171 0.309 0.403
H -1.93200 -1.01513 2.87496 0.009 0.204 1.210
H 0.93725 -6.59159 -6.37458 0.012 -0.252 0.131
H -5.95160 0.03608 0.34296 -0.575 -1.071 0.371
H -5.22715 1.50115 0.95068 0.108 0.254 -0.417
H -2.64980 -2.25207 1.86092 -0.138 0.954 0.168
H -2.49350 -4.70685 10.61234 -0.232 -0.118 0.405
H 2.93522 2.02947 0.78975 0.107 -0.277 -0.755
H 2.19152 0.56562 2.76796 0.378 -0.048 -0.134
H -2.16760 4.84054 4.74740 0.357 -0.454 -1.310
H -3.57444 -5.01349 0.47572 0.033 0.334 -0.375
H 9.18404 5.67667 3.77856 -1.181 0.583 -0.707
H 7.50677 3.63820 -5.66676 -0.240 0.383 0.764
H 2.50742 0.12171 4.40858 0.202 -0.626 -0.334
H 9.11707 1.11945 -2.82074 -1.189 -0.049 -0.868
H 9.39721 7.27650 7.68091 -0.536 -0.410 0.467
H 2.23913 0.59933 0.05633 0.172 -1.860 0.514
H 4.48936 -0.74041 0.20654 -0.177 0.578 -0.053
H -4.34961 -5.93857 -2.05999 1.180 -0.705 -0.112
H -0.22969 -6.19054 -1.18962 0.378 0.129 0.310
H -5.22714 -2.60167 10.80472 -0.669 0.282 0.104
```
Forces are in eV/Å.



No. 2
Entry from the Open Molecules 2025 dataset: a structure of composition C38H42BrF5N9O4Sr (ωB97M-V with the def2-TZVPD basis set).

Values from the calculation:
largest force on an atom = 0.24 eV Å⁻¹
relative energy (zero: lowest compared OMol25 entry of this formula, charge and spin) = 0.00 kcal per mole
HOMO level = -4.811 eV
total charge = -1
E_tot = -5371.3539 Ha

XYZ file:
```
100
Properties=species:S:1:pos:R:3:forces:R:3
Sr -0.06579 0.64141 0.02602 -0.044 -0.056 -0.009
Br -4.17130 3.30070 -1.76834 0.024 -0.028 -0.005
F -2.41446 2.35370 4.64846 0.014 -0.008 0.003
F -0.82806 3.30527 2.60775 0.011 0.004 0.001
F 0.96480 2.68565 3.75749 -0.028 -0.004 0.037
F -0.64440 1.75005 5.75819 -0.012 -0.003 -0.008
F -0.96330 3.83205 5.27208 -0.003 0.021 -0.004
O 1.04758 -4.10278 -1.99885 -0.065 -0.078 0.104
O -1.21297 2.59402 -0.77290 -0.138 0.186 0.035
O -0.13052 4.35901 -1.64266 -0.070 -0.048 0.026
O 2.41414 -3.60364 2.31516 0.041 -0.003 -0.041
N 2.04873 -0.26459 1.48885 0.062 0.047 0.069
N 2.09976 -5.83853 -0.99735 -0.115 0.068 0.008
N -1.79311 0.04595 1.94987 -0.025 -0.101 -0.036
N 2.20741 -0.16937 -1.41766 0.017 -0.098 0.033
N -2.62342 -0.10546 -0.80167 0.092 0.028 0.099
N -0.08995 0.55661 -2.73291 0.036 -0.024 -0.085
N 1.70814 -3.80823 0.16162 -0.072 0.063 -0.004
N 2.05651 2.33786 0.00852 0.117 0.125 -0.058
N -0.73889 -2.02606 0.18018 -0.019 0.019 0.104
C -1.93689 -2.47319 -0.53346 0.004 -0.064 -0.003
C 3.05363 2.11349 -0.84982 -0.075 -0.099 -0.031
C -1.84578 -1.36027 2.34478 0.030 0.034 0.025
C -1.08576 2.57347 4.78082 -0.033 0.031 -0.016
C -2.52508 -1.40280 -1.45566 -0.047 0.009 -0.034
C 0.58724 -0.44447 -3.28653 0.007 -0.005 -0.011
C 1.93375 -6.60049 -2.21603 0.013 -0.010 -0.006
C -4.37237 5.42402 0.07238 -0.002 0.025 0.033
C -3.91420 6.40625 0.93748 -0.037 -0.030 -0.024
C 4.23252 2.84137 -0.82213 0.053 0.005 -0.008
C 1.77426 -0.99871 -2.54208 0.043 0.003 0.012
C 3.20249 -0.52065 0.86922 0.014 -0.048 -0.099
C 3.34504 4.08434 1.00655 0.052 0.016 -0.002
C 4.38094 3.84508 0.12243 -0.038 -0.003 0.007
C -0.86405 -0.46819 -5.18251 -0.007 -0.014 -0.022
C -1.11279 1.09373 -3.40560 0.020 0.038 -0.039
C 4.43555 -0.25465 2.89819 -0.012 0.009 0.012
C -1.65448 5.74764 0.47307 -0.009 0.042 0.052
C 2.81886 1.06612 -1.91235 -0.028 -0.022 0.049
C -3.45740 4.59893 -0.56231 0.011 0.048 0.000
C 2.20234 3.30446 0.91204 -0.094 -0.018 0.012
C -0.80575 -2.23192 1.63656 0.039 -0.041 -0.029
C -0.36942 2.27750 3.47667 0.069 -0.003 0.027
C -1.53644 0.61527 -4.63085 -0.004 0.016 0.007
C -3.05863 0.64143 1.53588 0.011 -0.021 0.003
C 2.82167 -5.66683 1.24754 0.006 0.080 0.013
C 2.07633 -0.00604 2.79557 -0.094 0.001 -0.018
C 0.21939 -0.99831 -4.51136 0.021 -0.017 -0.026
C 2.69480 -6.36715 0.11360 0.035 -0.055 0.023
C -1.04294 3.82997 -1.00706 0.087 0.021 -0.022
C 1.58014 -4.52950 -0.95592 0.215 -0.013 -0.109
C 3.13329 -0.94007 -0.58051 -0.007 0.025 0.109
C -2.55128 6.56712 1.13770 0.035 -0.004 -0.002
C 2.30939 -4.28925 1.29708 -0.093 -0.062 -0.062
C -3.61519 -0.00819 0.26936 -0.044 0.022 0.010
C -2.08958 4.73675 -0.37797 -0.035 -0.047 -0.025
C 4.41636 -0.51545 1.53783 0.015 0.006 -0.023
C 3.24114 0.00312 3.54345 0.049 0.002 0.027
H -3.83038 0.58283 2.31957 -0.001 -0.001 0.000
H 0.19482 -2.03785 2.02731 -0.019 0.040 0.000
H -2.87323 1.70261 1.34720 0.013 -0.005 -0.008
H 3.29631 -6.08437 2.12256 -0.003 -0.006 -0.004
H -1.87237 -1.29409 -2.32313 0.016 0.023 -0.012
H 2.78194 -1.97524 -0.55553 -0.020 0.008 -0.011
H 3.40938 4.85167 1.76553 -0.001 -0.007 -0.004
H 2.42123 -7.56712 -2.09424 0.001 -0.004 0.007
H 3.19736 0.22412 4.60061 0.001 0.003 -0.006
H -1.34845 0.63684 2.66686 0.043 0.006 -0.011
H 3.05745 -7.38331 0.01060 -0.011 0.003 -0.007
H 4.14605 -0.93558 -1.01143 0.010 0.007 -0.014
H -2.18863 7.32828 1.81677 0.009 -0.009 -0.005
H -3.49445 -1.76695 -1.83492 -0.005 0.000 0.014
H -1.70911 -3.35277 -1.14446 0.005 0.000 0.001
H -5.43064 5.29352 -0.10807 -0.001 0.001 0.001
H -1.59000 1.93649 -2.91918 -0.006 -0.016 0.005
H 1.51198 -1.99876 -2.17847 -0.010 0.028 0.012
H 3.76814 0.83980 -2.42325 0.030 0.012 0.021
H 5.32981 -0.72096 0.99388 -0.005 -0.003 0.005
H -2.37295 1.07952 -5.13540 0.006 0.002 0.005
H 0.77739 -1.83526 -4.91200 0.002 0.006 0.014
H -1.01718 -3.28386 1.88358 -0.017 -0.006 -0.021
H -4.49187 0.56529 -0.05109 0.000 -0.004 -0.010
H -1.68236 -1.46864 3.42318 -0.001 0.009 0.007
H 5.01900 2.61843 -1.53200 0.001 0.004 0.008
H 5.37182 -0.25044 3.44269 0.000 0.001 -0.002
H 1.37675 3.45500 1.59738 0.007 -0.002 -0.026
H 2.14462 1.50249 -2.65152 -0.012 0.036 0.022
H -2.73546 0.65743 -1.45725 -0.047 -0.055 -0.019
H 5.29318 4.42705 0.16577 0.001 -0.001 0.003
H -4.62466 7.04144 1.45124 -0.001 -0.003 -0.003
H 0.07010 -2.57164 -0.12291 0.016 0.014 0.001
H 0.87748 -6.75310 -2.43997 -0.004 0.003 -0.004
H 2.59537 -1.13625 -3.26750 -0.006 -0.042 0.020
H -1.17641 -0.88567 -6.13188 -0.001 0.000 0.003
H -2.85142 -1.74966 2.16211 0.000 -0.016 -0.031
H -2.69434 -2.79064 0.19030 0.000 0.019 -0.008
H -0.58768 5.86486 0.61340 -0.008 0.002 -0.002
H 2.37670 -6.07440 -3.06094 0.000 0.004 0.001
H 1.12420 0.23677 3.25743 0.018 -0.014 -0.023
H -3.97716 -1.01356 0.49815 0.008 -0.001 0.001
```
Forces are in eV/Å.